Entry a
Density functional theory data (wB97M-V/def2-TZVPD) for a 2-piece molecular cluster, C5H14 overall.

## Properties
Frontier orbital gap = 0.461 hartree
HOMO = -11.373 eV
Spin multiplicity = 1
Charge = 0
SMILES = CCC.CC

Geometry as XYZ:
```
19
Properties=species:S:1:pos:R:3:nbo_charge:R:1
C 0.835 -1.758 -0.032 -0.602
C -0.630 -2.026 0.350 -0.396
C -1.524 -1.443 -0.739 -0.612
H 0.948 -0.695 0.130 0.199
H 1.574 -2.263 0.596 0.206
H 1.062 -2.156 -1.015 0.202
H -0.823 -1.499 1.281 0.196
H -0.803 -3.093 0.373 0.199
H -1.238 -0.444 -1.089 0.199
H -2.606 -1.493 -0.651 0.212
H -1.302 -2.011 -1.653 0.197
C 1.210 2.029 0.332 -0.614
C -0.172 2.721 0.323 -0.619
H 1.774 1.970 1.270 0.205
H 1.172 0.991 0.033 0.197
H 1.931 2.498 -0.340 0.203
H -0.907 1.951 0.110 0.210
H -0.201 3.419 -0.512 0.206
H -0.299 3.300 1.233 0.212
```



Entry b
Density functional theory data (wB97M-V/def2-TZVPD) for a 2-piece molecular cluster, C5H14 overall.

## Properties
Frontier orbital gap = 0.431 hartree
HOMO = -10.662 eV
Spin multiplicity = 1
Charge = 0
SMILES = CCC.CC

Geometry as XYZ:
```
19
Properties=species:S:1:pos:R:3:nbo_charge:R:1
C 0.103 0.133 3.084 -0.593
C 0.713 -0.446 1.902 -0.402
C -0.085 -1.175 0.941 -0.606
H -0.799 0.642 2.993 0.207
H 0.123 -0.757 3.803 0.201
H 0.902 0.773 3.597 0.204
H 1.483 -1.224 2.217 0.174
H 1.241 0.322 1.580 0.198
H -0.763 -1.932 1.258 0.212
H 0.476 -1.475 0.022 0.210
H -0.643 -0.378 0.462 0.194
C 0.316 0.774 -3.160 -0.613
C -1.065 0.664 -2.575 -0.601
H 0.700 1.736 -3.331 0.206
H 0.986 -0.008 -2.639 0.201
H 0.290 0.373 -4.139 0.199
H -1.032 1.678 -1.893 0.187
H -1.866 0.563 -3.267 0.213
H -0.986 -0.011 -1.814 0.207
```



Entry c
Density functional theory data (wB97M-V/def2-TZVPD) for a 2-piece molecular cluster, C5H14 overall.

## Properties
Frontier orbital gap = 0.452 hartree
HOMO = -11.229 eV
Spin multiplicity = 1
Charge = 0
SMILES = CCC.CC

Geometry as XYZ:
```
19
Properties=species:S:1:pos:R:3:nbo_charge:R:1
C -0.073 0.896 -1.699 -0.616
C 1.248 0.369 -1.133 -0.412
C 1.948 -0.516 -2.145 -0.612
H 0.008 1.375 -2.682 0.203
H -0.496 1.765 -1.175 0.207
H -0.835 0.116 -1.712 0.203
H 1.763 1.198 -0.664 0.206
H 1.004 -0.239 -0.253 0.200
H 1.542 -1.505 -2.322 0.211
H 1.948 -0.067 -3.148 0.199
H 3.012 -0.563 -1.891 0.210
C -0.801 -0.311 1.859 -0.618
C -1.983 -0.446 2.820 -0.607
H -0.145 0.408 2.354 0.204
H -0.317 -1.256 1.619 0.205
H -0.995 0.141 0.883 0.206
H -2.563 -1.357 2.695 0.203
H -2.664 0.403 2.755 0.204
H -1.600 -0.412 3.841 0.202
```



Calculated relative energies: entry a 0.146; entry b 1.884; entry c 0.000, given in eV



Entry a
Density functional theory data (wB97M-V/def2-TZVPD) for a 2-piece molecular cluster, C5H14 overall.

## Properties
Frontier orbital gap = 0.446 hartree
HOMO = -10.984 eV
Spin multiplicity = 1
Charge = 0
SMILES = CCC.CC

Geometry as XYZ:
```
19
Properties=species:S:1:pos:R:3:nbo_charge:R:1
C 0.326 1.125 1.279 -0.604
C 1.687 0.443 1.159 -0.411
C 1.515 -1.069 0.996 -0.624
H -0.344 0.707 2.038 0.205
H 0.465 2.185 1.491 0.206
H -0.279 0.971 0.389 0.200
H 2.182 0.639 2.119 0.197
H 2.396 0.846 0.436 0.207
H 1.904 -1.527 0.092 0.212
H 0.481 -1.421 0.996 0.202
H 1.843 -1.635 1.878 0.211
C -1.688 0.551 -1.797 -0.623
C -1.367 -0.894 -1.426 -0.624
H -1.245 1.297 -1.134 0.204
H -1.227 0.927 -2.716 0.210
H -2.755 0.741 -1.754 0.209
H -2.256 -1.473 -1.181 0.207
H -0.665 -0.939 -0.600 0.209
H -0.974 -1.474 -2.263 0.208
```



Entry b
Density functional theory data (wB97M-V/def2-TZVPD) for a 2-piece molecular cluster, C5H14 overall.

## Properties
Frontier orbital gap = 0.459 hartree
HOMO = -11.364 eV
Spin multiplicity = 1
Charge = 0
SMILES = CCC.CC

Geometry as XYZ:
```
19
Properties=species:S:1:pos:R:3:nbo_charge:R:1
C -0.400 0.173 -3.181 -0.603
C -0.303 0.158 -1.640 -0.403
C -1.639 0.457 -0.993 -0.610
H -0.982 1.023 -3.549 0.198
H -0.842 -0.779 -3.473 0.202
H 0.552 0.313 -3.695 0.208
H -0.002 -0.855 -1.381 0.201
H 0.409 0.929 -1.338 0.196
H -1.599 0.714 0.068 0.209
H -2.169 1.241 -1.534 0.202
H -2.277 -0.433 -0.941 0.202
C 0.816 -0.813 2.179 -0.607
C 1.507 0.100 3.211 -0.607
H -0.094 -1.236 2.599 0.204
H 0.639 -0.260 1.262 0.203
H 1.455 -1.673 1.960 0.200
H 2.589 0.132 3.110 0.205
H 1.332 -0.252 4.228 0.200
H 1.009 1.061 3.108 0.202
```



Calculated relative energies: entry a 0.360; entry b 0.000, given in eV



Entry a
Density functional theory data (wB97M-V/def2-TZVPD) for a 2-piece molecular cluster, C5H14 overall.

## Properties
Frontier orbital gap = 0.450 hartree
HOMO = -11.135 eV
Spin multiplicity = 1
Charge = 0
SMILES = CCC.CC

Geometry as XYZ:
```
19
Properties=species:S:1:pos:R:3:nbo_charge:R:1
C -0.287 0.547 -1.930 -0.611
C 0.370 -0.663 -2.549 -0.399
C 0.901 -1.642 -1.498 -0.608
H 0.527 1.129 -1.479 0.201
H -0.941 0.338 -1.079 0.201
H -0.802 1.245 -2.594 0.212
H -0.228 -1.279 -3.230 0.194
H 1.150 -0.322 -3.229 0.194
H 1.469 -1.128 -0.709 0.196
H 0.080 -2.054 -0.909 0.207
H 1.608 -2.299 -2.002 0.213
C -0.156 0.566 1.967 -0.608
C -0.715 0.969 3.345 -0.604
H -0.397 -0.500 1.910 0.201
H -0.786 0.998 1.187 0.201
H 0.866 0.781 1.763 0.206
H -0.440 1.995 3.618 0.198
H -0.417 0.333 4.175 0.203
H -1.802 0.986 3.244 0.203
```



Entry b
Density functional theory data (wB97M-V/def2-TZVPD) for a 2-piece molecular cluster, C5H14 overall.

## Properties
Frontier orbital gap = 0.432 hartree
HOMO = -10.637 eV
Spin multiplicity = 1
Charge = 0
SMILES = CCC.CC

Geometry as XYZ:
```
19
Properties=species:S:1:pos:R:3:nbo_charge:R:1
C 0.673 0.483 1.423 -0.596
C -0.332 1.541 0.855 -0.414
C -0.640 2.537 1.841 -0.602
H 1.523 0.818 1.841 0.196
H 0.794 -0.236 0.657 0.202
H 0.222 -0.155 2.135 0.199
H -0.058 2.060 -0.081 0.197
H -1.016 0.834 0.381 0.204
H -0.901 2.081 2.914 0.196
H 0.122 3.273 1.913 0.210
H -1.503 3.146 1.529 0.208
C 0.124 -2.704 -1.570 -0.617
C 0.100 -1.328 -2.280 -0.608
H 0.304 -3.535 -2.275 0.205
H 0.829 -2.904 -0.784 0.209
H -0.849 -2.995 -1.205 0.199
H 1.192 -1.047 -2.286 0.201
H -0.282 -1.356 -3.257 0.209
H -0.301 -0.513 -1.752 0.202
```



Entry c
Density functional theory data (wB97M-V/def2-TZVPD) for a 2-piece molecular cluster, C5H14 overall.

## Properties
Frontier orbital gap = 0.443 hartree
HOMO = -10.880 eV
Spin multiplicity = 1
Charge = 0
SMILES = CCC.CC

Geometry as XYZ:
```
19
Properties=species:S:1:pos:R:3:nbo_charge:R:1
C 0.969 1.124 -0.446 -0.624
C -0.447 1.059 -1.036 -0.418
C -1.115 2.357 -0.513 -0.624
H 1.599 0.384 -0.981 0.201
H 1.207 0.695 0.517 0.217
H 1.424 2.086 -0.534 0.205
H -0.433 0.818 -2.112 0.210
H -0.997 0.144 -0.690 0.203
H -1.972 2.123 0.237 0.205
H -0.558 3.113 0.007 0.214
H -1.702 2.784 -1.344 0.212
C 0.872 -2.142 0.428 -0.627
C -0.332 -1.986 1.340 -0.621
H 0.727 -2.985 -0.306 0.202
H 0.894 -1.324 -0.286 0.211
H 1.826 -2.338 0.908 0.212
H -0.985 -2.891 1.273 0.207
H -0.913 -1.096 1.136 0.206
H -0.063 -1.926 2.401 0.207
```



Calculated relative energies: entry a 0.000; entry b 0.974; entry c 0.731, given in eV



Entry a
Density functional theory data (wB97M-V/def2-TZVPD) for a 2-piece molecular cluster, C5H14 overall.

## Properties
Frontier orbital gap = 0.441 hartree
HOMO = -10.880 eV
Spin multiplicity = 1
Charge = 0
SMILES = CCC.CC

Geometry as XYZ:
```
19
Properties=species:S:1:pos:R:3:nbo_charge:R:1
C 0.399 1.263 2.301 -0.614
C 1.301 1.015 1.129 -0.419
C 1.529 -0.476 0.826 -0.620
H 0.615 0.518 3.069 0.204
H -0.662 1.111 2.091 0.213
H 0.642 2.202 2.815 0.214
H 1.073 1.446 0.146 0.203
H 2.337 1.408 1.207 0.203
H 0.837 -1.218 1.239 0.206
H 1.646 -0.683 -0.242 0.208
H 2.412 -0.942 1.282 0.203
C -1.044 -0.529 -1.442 -0.611
C -1.976 -0.943 -2.593 -0.614
H -0.315 0.246 -1.679 0.199
H -1.591 0.073 -0.694 0.202
H -0.521 -1.404 -1.066 0.206
H -2.343 -0.037 -3.083 0.207
H -2.900 -1.344 -2.148 0.202
H -1.439 -1.705 -3.157 0.209
```



Entry b
Density functional theory data (wB97M-V/def2-TZVPD) for a 2-piece molecular cluster, C5H14 overall.

## Properties
Frontier orbital gap = 0.431 hartree
HOMO = -10.698 eV
Spin multiplicity = 1
Charge = 0
SMILES = CCC.CC

Geometry as XYZ:
```
19
Properties=species:S:1:pos:R:3:nbo_charge:R:1
C -0.104 2.516 1.127 -0.618
C 0.415 1.054 0.861 -0.440
C 1.569 0.732 1.795 -0.598
H -1.208 2.610 1.403 0.211
H 0.444 2.948 1.944 0.205
H 0.061 3.256 0.276 0.208
H -0.461 0.354 0.988 0.203
H 0.468 0.691 -0.197 0.222
H 2.536 0.995 1.492 0.208
H 1.376 1.111 2.766 0.204
H 1.699 -0.460 2.095 0.193
C -0.341 -1.473 -1.596 -0.615
C -1.256 -2.435 -2.088 -0.607
H 0.598 -1.534 -2.124 0.212
H -0.729 -0.411 -1.668 0.199
H -0.350 -1.596 -0.463 0.209
H -2.159 -2.453 -1.528 0.201
H -0.916 -3.522 -1.949 0.198
H -1.642 -2.383 -3.135 0.203
```



Entry c
Density functional theory data (wB97M-V/def2-TZVPD) for a 2-piece molecular cluster, C5H14 overall.

## Properties
Frontier orbital gap = 0.451 hartree
HOMO = -11.230 eV
Spin multiplicity = 1
Charge = 0
SMILES = CCC.CC

Geometry as XYZ:
```
19
Properties=species:S:1:pos:R:3:nbo_charge:R:1
C -0.784 -0.130 2.765 -0.622
C -0.782 1.217 2.044 -0.402
C -0.829 0.978 0.523 -0.613
H -0.886 -0.224 3.880 0.217
H -1.640 -0.801 2.560 0.203
H 0.036 -0.734 2.354 0.204
H 0.184 1.749 2.228 0.199
H -1.589 1.841 2.342 0.202
H -1.289 0.086 0.242 0.199
H 0.076 0.875 0.131 0.199
H -1.350 1.608 -0.165 0.213
C 1.400 -1.461 -2.272 -0.621
C 0.875 -0.059 -2.473 -0.635
H 0.563 -2.192 -2.228 0.199
H 1.945 -1.952 -3.037 0.209
H 1.896 -1.704 -1.337 0.208
H 0.989 0.274 -3.513 0.215
H -0.107 -0.197 -2.043 0.215
H 1.292 0.826 -2.001 0.211
```



Entry d
Density functional theory data (wB97M-V/def2-TZVPD) for a 2-piece molecular cluster, C5H14 overall.

## Properties
Frontier orbital gap = 0.436 hartree
HOMO = -10.707 eV
Spin multiplicity = 1
Charge = 0
SMILES = CCC.CC

Geometry as XYZ:
```
19
Properties=species:S:1:pos:R:3:nbo_charge:R:1
C 1.750 -1.167 -0.155 -0.622
C 0.646 -1.432 0.956 -0.403
C -0.802 -1.370 0.220 -0.634
H 2.499 -0.556 0.244 0.208
H 1.423 -0.959 -1.129 0.210
H 2.292 -2.081 -0.392 0.204
H 0.701 -2.361 1.545 0.220
H 0.549 -0.407 1.531 0.197
H -0.834 -1.179 -0.909 0.207
H -1.467 -2.214 0.191 0.205
H -1.328 -0.693 0.923 0.208
C -1.104 1.442 -0.883 -0.605
C -0.182 2.122 0.142 -0.604
H -0.840 0.681 -1.491 0.202
H -2.060 1.130 -0.568 0.208
H -1.419 2.300 -1.565 0.189
H -0.769 2.795 0.705 0.208
H 0.123 1.340 0.885 0.189
H 0.820 2.607 -0.250 0.212
```



Calculated relative energies: entry a 0.000; entry b 0.746; entry c 0.634; entry d 1.357, given in eV



Entry a
Density functional theory data (wB97M-V/def2-TZVPD) for a 2-piece molecular cluster, C5H14 overall.

## Properties
Frontier orbital gap = 0.436 hartree
HOMO = -10.769 eV
Spin multiplicity = 1
Charge = 0
SMILES = CCC.CC

Geometry as XYZ:
```
19
Properties=species:S:1:pos:R:3:nbo_charge:R:1
C 2.608 0.847 1.130 -0.604
C 1.572 1.507 0.231 -0.415
C 0.146 1.259 0.595 -0.618
H 2.208 0.862 2.160 0.194
H 3.604 1.244 1.163 0.213
H 2.637 -0.267 1.028 0.198
H 1.931 2.525 0.120 0.203
H 1.837 1.201 -0.816 0.196
H -0.346 0.493 -0.019 0.212
H -0.008 1.070 1.637 0.207
H -0.427 2.149 0.340 0.215
C -2.234 -1.659 -0.202 -0.619
C -1.733 -1.608 -1.635 -0.633
H -2.824 -2.590 -0.072 0.211
H -1.417 -1.528 0.502 0.210
H -2.976 -0.880 0.002 0.204
H -1.499 -0.646 -2.130 0.206
H -2.396 -2.089 -2.350 0.211
H -0.682 -1.890 -1.683 0.210
```



Entry b
Density functional theory data (wB97M-V/def2-TZVPD) for a 2-piece molecular cluster, C5H14 overall.

## Properties
Frontier orbital gap = 0.459 hartree
HOMO = -11.374 eV
Spin multiplicity = 1
Charge = 0
SMILES = CCC.CC

Geometry as XYZ:
```
19
Properties=species:S:1:pos:R:3:nbo_charge:R:1
C -0.215 1.999 2.380 -0.608
C 0.079 1.033 1.252 -0.400
C 1.548 0.723 1.001 -0.607
H 0.388 2.907 2.426 0.204
H -0.128 1.547 3.374 0.201
H -1.263 2.306 2.324 0.207
H -0.467 0.105 1.413 0.199
H -0.284 1.455 0.310 0.196
H 2.079 0.092 1.711 0.203
H 1.703 0.295 0.008 0.207
H 2.120 1.660 0.979 0.198
C -0.642 -1.296 -1.539 -0.609
C -0.745 -2.248 -2.721 -0.607
H -1.512 -1.334 -0.883 0.203
H 0.192 -1.508 -0.868 0.204
H -0.541 -0.296 -1.958 0.204
H 0.013 -1.993 -3.464 0.200
H -1.706 -2.139 -3.225 0.202
H -0.619 -3.310 -2.521 0.203
```



Entry c
Density functional theory data (wB97M-V/def2-TZVPD) for a 2-piece molecular cluster, C5H14 overall.

## Properties
Frontier orbital gap = 0.450 hartree
HOMO = -11.141 eV
Spin multiplicity = 1
Charge = 0
SMILES = CCC.CC

Geometry as XYZ:
```
19
Properties=species:S:1:pos:R:3:nbo_charge:R:1
C 1.595 2.340 -0.117 -0.596
C 1.194 0.839 0.144 -0.387
C 1.258 0.259 1.620 -0.620
H 1.450 2.550 -1.229 0.204
H 0.807 3.010 0.342 0.202
H 2.563 2.566 0.075 0.200
H 1.836 0.282 -0.396 0.188
H 0.296 0.657 -0.330 0.190
H 0.518 0.718 2.276 0.204
H 2.246 0.425 1.964 0.203
H 1.174 -0.878 1.794 0.212
C -1.984 -1.409 -1.478 -0.613
C -1.647 -1.803 -0.064 -0.612
H -2.049 -2.219 -2.175 0.206
H -3.044 -0.886 -1.481 0.201
H -1.205 -0.686 -1.872 0.203
H -2.678 -1.814 0.612 0.189
H -1.381 -2.820 -0.144 0.209
H -0.950 -1.130 0.459 0.217
```



Calculated relative energies: entry a 0.707; entry b 0.000; entry c 1.325, given in eV



Entry a
Density functional theory data (wB97M-V/def2-TZVPD) for C5H7NOS in the gas phase.

## Properties
Frontier orbital gap = 0.290 hartree
HOMO = -8.386 eV
Spin multiplicity = 1
Charge = 0
SMILES = O[C@]12C[C@@H]1NCC2=S

Geometry as XYZ:
```
15
Properties=species:S:1:pos:R:3:nbo_charge:R:1
O 0.705 -0.945 1.300 -0.706
C 0.062 -0.867 0.003 0.043
C 1.123 -1.303 -0.787 -0.367
C 0.596 0.188 -0.885 -0.045
N 0.578 1.329 -0.193 -0.648
C -0.800 1.236 0.353 -0.290
C -1.204 -0.281 0.076 -0.069
S -2.849 -0.538 -0.135 0.021
H -0.182 -1.271 2.022 0.490
H 0.868 -1.980 -1.603 0.251
H 1.956 -1.308 -0.058 0.279
H 0.031 0.331 -1.796 0.210
H 1.415 1.706 0.523 0.401
H -1.646 2.048 -0.134 0.213
H -0.654 1.655 1.316 0.216
```



Entry b
Density functional theory data (wB97M-V/def2-TZVPD) for C5H7NOS in the gas phase.

## Properties
Frontier orbital gap = 0.357 hartree
HOMO = -9.428 eV
Spin multiplicity = 1
Charge = 0
SMILES = N#C[C@@H](CO)[C@H]1CS1

Geometry as XYZ:
```
15
Properties=species:S:1:pos:R:3:nbo_charge:R:1
N 2.208 -1.596 -0.550 -0.312
C 1.636 -0.825 0.231 0.305
C 0.596 -0.168 1.080 -0.384
C 0.624 1.475 0.717 -0.076
O 1.387 1.466 -0.717 -0.791
C -0.752 -0.822 0.645 -0.195
C -2.074 -0.169 0.712 -0.531
S -1.446 -0.029 -1.022 0.048
H 0.765 -0.095 2.169 0.260
H -0.456 2.007 0.548 0.232
H 1.304 2.024 1.586 0.222
H 0.819 1.088 -1.630 0.502
H -0.757 -1.877 0.556 0.241
H -2.176 0.593 1.585 0.230
H -3.084 -0.788 0.818 0.249
```



Calculated relative energies: entry a 2.950; entry b 0.000, given in eV